[1]
C15H28BrF9InNO4P as an isolated structure. Source: the OMol25 dataset; level of theory: ωB97M-V with the def2-TZVPD basis set.

Values from the calculation:
total charge: -1
gap between HOMO and LUMO: 6.7 eV
E_HOMO: -4.3 eV
total energy: -134650.0112 eV

Atoms and positions in Å:
C: 2.729 -3.291 1.359
C: 3.129 -1.945 0.576
O: 2.148 -0.910 0.860
C: 3.362 -2.188 -0.985
In: 1.556 -3.081 -1.998
C: -0.428 -2.300 -1.157
C: -1.463 -3.510 -1.179
C: -2.847 -3.194 -0.403
F: -2.566 -2.635 0.867
F: -3.414 -4.486 -0.130
C: -3.838 -2.250 -1.214
F: -3.206 -1.074 -1.696
F: -4.293 -2.913 -2.385
C: -5.117 -1.738 -0.395
F: -5.944 -1.081 -1.354
F: -4.780 -0.726 0.532
C: -6.017 -2.888 0.240
F: -7.284 -2.364 0.572
F: -5.458 -3.283 1.474
F: -6.253 -3.966 -0.601
P: 1.801 -5.610 -1.884
O: 2.767 -6.004 -3.289
Br: -0.159 -6.699 -2.245
H: 2.511 -2.965 2.434
H: 3.608 -4.023 1.379
H: 1.831 -3.788 0.877
H: 4.140 -1.595 1.009
H: 2.057 -0.361 0.051
H: 4.305 -2.807 -1.135
H: 3.550 -1.167 -1.463
H: 1.678 -2.622 -3.756
H: -0.733 -1.467 -1.887
H: -0.259 -1.850 -0.124
H: -1.678 -3.936 -2.207
H: -0.988 -4.354 -0.562
H: 2.094 -6.067 -4.009
C: 3.426 3.376 2.047
O: 2.363 2.745 1.356
C: 1.208 2.538 2.169
C: 0.052 3.408 1.679
N: 0.305 4.824 1.953
C: -0.641 5.726 1.296
C: -0.625 5.769 -0.239
O: 0.571 6.308 -0.789
C: 1.618 5.366 -0.969
H: 4.298 3.385 1.391
H: 3.172 4.410 2.300
H: 3.683 2.823 2.955
H: 1.414 2.706 3.232
H: 0.925 1.487 2.053
H: -0.869 3.102 2.184
H: -0.066 3.229 0.605
H: 1.240 5.058 1.638
H: -0.413 6.734 1.660
H: -1.654 5.491 1.638
H: -1.425 6.448 -0.550
H: -0.863 4.800 -0.691
H: 1.244 4.363 -1.190
H: 2.263 5.345 -0.088
H: 2.230 5.698 -1.810

Cartesian forces, eV/Å:
0.392 1.101 0.076
1.327 -0.933 -0.241
0.388 -0.415 -0.930
0.054 0.574 0.943
-0.332 1.105 -0.693
-0.330 0.146 -0.668
0.183 0.651 1.409
2.331 -1.500 0.000
-0.934 -0.613 -2.156
-0.032 2.551 -0.515
-0.239 0.683 -1.140
-1.051 -2.393 1.324
0.783 0.988 2.524
-0.740 1.862 -1.323
1.338 -1.321 1.698
-0.632 -2.656 -1.612
-1.501 -0.340 1.990
2.496 -0.884 -0.812
-1.065 0.442 -2.968
0.928 2.302 1.854
1.614 -0.743 0.005
-2.214 0.045 0.373
-0.032 0.017 -0.333
0.078 -0.697 -1.412
-1.205 1.031 -0.169
0.976 0.595 0.682
-1.365 -0.395 -0.321
0.159 -0.598 0.725
-1.138 0.725 0.218
-0.093 -1.227 0.513
-0.098 -0.139 0.382
0.315 -1.178 1.166
-0.441 -0.758 -1.267
0.127 0.685 1.212
-1.037 1.069 -0.837
0.980 0.281 0.347
-0.093 -0.159 -0.281
0.142 0.261 0.385
-0.469 -0.266 -0.453
0.519 0.153 0.177
-0.199 -0.107 -0.094
0.370 0.084 -0.028
-0.253 0.367 0.149
-0.181 -0.366 0.011
0.105 0.340 -0.064
-0.102 -0.045 -0.027
0.072 0.033 0.181
0.007 0.079 0.050
0.073 0.166 -0.117
0.039 0.022 0.028
0.009 0.038 -0.023
-0.075 -0.243 -0.001
-0.101 -0.061 0.056
-0.083 0.004 -0.105
0.034 -0.085 -0.064
0.062 0.005 0.007
0.180 -0.077 0.048
-0.010 0.011 0.118
0.061 -0.253 0.002
-0.099 0.034 0.000



[2]
C36H39ClP2Tc as an isolated structure. Source: the OMol25 dataset; level of theory: ωB97M-V with the def2-TZVPD basis set.

Values from the calculation:
total charge: +2
expectation value of S²: 3.797
gap between HOMO and LUMO (alpha / beta): 6.9 / 4.8 eV
E_HOMO (alpha / beta): -13.2 / -13.0 eV
total energy: -71242.8696 eV
multiplicity: 4

Atoms and positions in Å:
Tc: 0.028 -0.104 5.752
C: -2.052 -0.111 6.798
C: -2.094 -0.518 5.450
C: -2.599 0.408 4.356
C: -1.601 1.441 3.821
C: -0.322 1.622 4.624
C: -0.354 1.970 6.003
C: -1.644 2.398 6.698
C: -2.492 1.256 7.266
C: 2.025 0.380 5.591
H: -2.154 -0.871 7.572
H: -2.304 -1.580 5.267
H: -3.510 0.930 4.669
H: -2.905 -0.233 3.520
H: -1.301 1.150 2.809
H: -2.132 2.395 3.710
H: 0.563 1.888 4.037
H: 0.498 2.514 6.423
H: -2.257 3.016 6.033
H: -1.365 3.064 7.526
H: -2.431 1.310 8.364
H: -3.543 1.483 7.030
H: 2.713 -0.061 6.327
H: 2.276 1.447 5.495
H: 2.287 -0.083 4.615
P: 0.045 -2.184 -3.222
P: 1.966 0.407 -3.478
C: -0.589 -0.603 -3.842
C: 0.226 0.472 -3.961
C: -0.780 -3.392 -4.366
C: -1.951 -3.102 -5.086
C: -2.553 -4.086 -5.880
C: -1.982 -5.354 -6.000
C: -0.782 -5.625 -5.333
C: -0.168 -4.651 -4.542
C: -0.936 -2.327 -1.693
C: -0.546 -1.481 -0.638
C: -1.260 -1.492 0.559
C: -2.357 -2.363 0.695
C: -2.714 -3.240 -0.338
C: -1.979 -3.243 -1.529
C: 2.663 1.182 -5.066
C: 2.639 0.400 -6.237
C: 3.015 0.944 -7.471
C: 3.445 2.271 -7.564
C: 3.522 3.033 -6.398
C: 3.162 2.486 -5.160
C: 2.063 1.826 -2.350
C: 3.217 1.906 -1.545
C: 3.409 3.004 -0.707
C: 2.440 4.025 -0.668
C: 1.286 3.933 -1.451
C: 1.084 2.825 -2.281
H: -1.646 -0.579 -4.149
H: -0.063 1.383 -4.514
H: -2.410 -2.121 -5.041
H: -3.477 -3.847 -6.397
H: -2.463 -6.119 -6.609
H: -0.320 -6.606 -5.430
H: 0.787 -4.864 -4.056
H: 0.322 -0.825 -0.771
H: -0.963 -0.836 1.386
H: -2.930 -2.357 1.631
H: -3.562 -3.926 -0.222
H: -2.216 -3.946 -2.328
H: 2.312 -0.641 -6.194
H: 2.975 0.336 -8.368
H: 3.717 2.701 -8.534
H: 3.864 4.064 -6.458
H: 3.266 3.115 -4.268
H: 3.956 1.104 -1.587
H: 4.302 3.060 -0.079
H: 2.590 4.887 -0.009
H: 0.521 4.722 -1.417
H: 0.175 2.746 -2.870
Cl: 0.613 -2.028 7.901
C: 0.515 -0.292 7.718
H: -0.244 0.053 8.426
H: 1.468 0.135 8.033

Cartesian forces, eV/Å:
2.621 -1.746 -0.241
-2.754 -0.522 -1.532
-2.540 0.222 1.768
-0.195 -0.252 -0.339
0.368 0.107 -0.618
-0.230 0.793 0.517
-0.173 1.363 -0.084
0.171 0.336 0.247
0.459 0.403 0.549
0.932 0.004 -0.306
0.611 -0.198 -0.263
0.678 0.114 0.193
0.124 -0.202 0.282
0.029 0.154 0.181
-0.072 0.108 0.113
0.339 0.024 0.055
-0.186 -0.189 0.276
-0.030 -0.509 -0.306
0.240 -0.112 -0.167
-0.071 -0.175 -0.270
-0.027 -0.269 -0.343
0.164 -0.621 -0.081
-0.278 0.044 -0.208
-0.095 -0.304 0.086
-0.110 0.020 0.004
-1.287 -0.075 -0.445
-0.130 1.420 -1.551
0.794 1.444 -0.354
-1.172 -1.283 -0.622
0.783 -0.241 -0.308
0.035 -0.293 0.003
0.244 0.139 0.218
0.243 0.236 0.315
-0.047 0.054 -0.011
-0.328 0.169 0.075
0.561 -0.117 0.395
-0.237 -0.041 0.129
-0.184 -0.282 -0.242
0.099 0.112 0.038
0.136 0.113 0.017
-0.110 0.065 0.255
0.249 -0.806 0.024
-0.038 0.074 -0.174
-0.063 0.039 0.317
-0.144 -0.204 0.278
-0.073 -0.191 0.078
0.077 0.449 0.325
0.488 -0.206 0.724
-0.265 0.281 -0.043
-0.348 0.150 -0.066
0.253 -0.250 0.044
-0.141 -0.049 -0.012
0.262 0.079 0.237
0.556 0.201 0.200
-0.140 -0.475 0.500
-0.033 -0.227 0.036
0.140 -0.045 0.025
0.170 0.230 0.177
-0.064 0.255 -0.003
-0.328 -0.004 -0.092
-0.321 -0.157 0.108
-0.147 -0.270 -0.372
0.231 -0.076 -0.463
0.435 0.342 0.000
-0.034 0.238 0.240
0.057 0.256 -0.022
-0.027 -0.020 0.148
-0.085 -0.196 0.442
-0.051 -0.209 0.132
-0.124 -0.291 -0.350
-0.117 0.241 0.032
-0.321 0.038 -0.248
-0.070 -0.349 -0.322
0.460 -0.400 0.000
0.162 0.127 0.122
-0.143 -0.334 -1.063
0.238 1.738 1.995
0.108 0.067 -0.230
-0.185 -0.058 -0.147



Question: Among the records above, which one has the highest total energy?
Answer: C36H39ClP2Tc